A.
{"formula": "C4H9O3", "method": "ωB97M-V/def2-TZVPD", "e_lumo_ev": 4.07, "charge": -1, "molar_mass_da": 105.11, "species": ["C", "C", "O", "H", "H", "H", "H", "H", "H", "C", "C", "O", "O", "H", "H", "H"], "coordinates": [[1.32533, 1.45549, -1.61220], [1.60964, 0.17758, -0.91258], [0.05838, 2.08245, -1.20201], [2.02823, 2.24574, -1.31122], [1.30904, 1.31255, -2.79765], [0.68616, -0.14878, -0.50453], [-0.37312, 1.14704, -0.84725], [2.48935, -0.00692, -0.27048], [1.65514, -0.68506, -1.57439], [-1.35857, -1.22553, 2.16573], [-1.77529, -0.99946, 0.78360], [-2.97214, -1.02203, 0.43442], [-0.91058, -0.71614, -0.05720], [-2.15731, -0.60333, 2.76504], [-0.34996, -0.75935, 2.35629], [-1.26430, -2.25425, 2.58442]]}

=====

B.
{"formula": "C4H9O3", "method": "ωB97M-V/def2-TZVPD", "e_lumo_ev": 4.05, "charge": -1, "molar_mass_da": 105.11, "species": ["C", "O", "H", "H", "H", "H", "C", "C", "C", "O", "O", "H", "H", "H", "H", "H"], "coordinates": [[-1.98236, 1.35589, 0.87342], [-1.40212, 0.21925, 1.47320], [-1.07457, -0.36209, 0.76128], [-2.91674, 1.57363, 1.41548], [-2.21274, 1.20030, -0.18173], [-1.34970, 2.24212, 0.99528], [1.05020, -1.21717, -0.38268], [1.94529, -0.05338, 0.04525], [0.04671, -0.77256, -1.48079], [0.59544, -0.48319, -2.56561], [-1.18103, -0.73253, -1.19564], [1.60402, -2.06906, -0.79007], [0.57026, -1.64265, 0.49884], [2.44588, 0.35346, -0.83212], [2.57266, -0.32947, 0.89043], [1.28881, 0.71745, 0.47546]]}

=====

C.
{"formula": "C4H9O3", "method": "ωB97M-V/def2-TZVPD", "e_lumo_ev": 4.19, "charge": -1, "molar_mass_da": 105.11, "species": ["C", "C", "O", "O", "H", "H", "H", "C", "C", "O", "H", "H", "H", "H", "H", "H"], "coordinates": [[-1.61475, -1.85007, 2.06706], [-0.70821, -0.87923, 1.22323], [-0.10735, -1.31569, 0.21018], [-0.67644, 0.28587, 1.68508], [-1.22599, -1.86013, 3.08446], [-1.74772, -2.81008, 1.59640], [-2.57729, -1.33188, 2.11710], [1.33469, 0.80993, -1.75840], [1.60332, 2.24768, -1.30043], [-0.07917, 0.57807, -1.79682], [1.54966, 0.84965, -2.83829], [1.76326, 0.02285, -1.13658], [2.61967, 2.41025, -0.91991], [-0.27024, 0.10148, -0.96451], [1.03138, 2.53230, -0.41215], [1.26567, 2.93884, -2.07487]]}

=====

B (0.0027 hartree below the next structure)

=====

A.
{"formula": "C4H11O", "method": "ωB97M-V/def2-TZVPD", "e_lumo_ev": 3.42, "charge": -1, "molar_mass_da": 75.13, "species": ["C", "O", "H", "H", "H", "C", "C", "C", "H", "H", "H", "H", "H", "H", "H", "H"], "coordinates": [[3.43573, 0.74266, -0.37572], [4.11265, -0.49910, -0.30973], [3.14442, 1.13555, 0.61283], [2.38370, 0.57882, -0.92828], [3.83232, 1.60643, -0.91397], [-2.51260, -1.19830, 0.09252], [-1.68166, 0.02488, -0.39209], [-0.55673, 0.27979, 0.75129], [-2.09203, -2.03377, -0.55606], [-2.30045, -1.68480, 1.13006], [-3.54488, -1.07293, -0.25893], [-1.15637, 0.00721, -1.49428], [-2.17820, 1.07047, -0.51008], [-0.04579, 1.20689, 0.56387], [0.16104, -0.48315, 0.86480], [-1.00116, 0.31934, 1.72375]]}

=====

B.
{"formula": "C4H11O", "method": "ωB97M-V/def2-TZVPD", "e_lumo_ev": 3.77, "charge": -1, "molar_mass_da": 75.13, "species": ["C", "O", "H", "H", "H", "C", "C", "C", "H", "H", "H", "H", "H", "H", "H", "H"], "coordinates": [[0.80471, -1.67965, 1.95399], [1.52125, -2.35514, 2.84889], [1.43648, -0.93041, 1.38169], [-0.03047, -1.06643, 2.39674], [0.30385, -2.26966, 1.13098], [-1.57364, 0.45398, -0.49220], [-0.31512, 1.30257, -0.59230], [0.77973, 0.68099, -1.43712], [-1.37917, -0.41375, 0.14454], [-2.45583, 0.97771, -0.13683], [-1.81255, 0.03351, -1.47493], [-0.60732, 2.26644, -1.03005], [0.13911, 1.51547, 0.37717], [1.66611, 1.30540, -1.54801], [0.45349, 0.47928, -2.46947], [1.06940, -0.30029, -1.05309]]}

=====

B (0.0535 hartree below the next structure)

=====

A.
{"formula": "C2H2N2O2S", "method": "ωB97M-V/def2-TZVPD", "e_lumo_ev": -0.28, "charge": 0, "smiles": "[H]/N=C/S(=O)(=O)C#N", "molar_mass_da": 118.12, "species": ["H", "N", "C", "S", "O", "O", "C", "N", "H"], "coordinates": [[0.66714, -1.25384, -0.07340], [-0.30163, -0.97808, -0.16014], [-0.56921, 0.25536, 0.02237], [-2.36330, 0.59284, -0.10638], [-2.61388, 1.19255, -1.40918], [-2.69756, 1.15184, 1.18443], [-2.77419, -1.10040, 0.03203], [-3.21159, -2.12019, 0.27392], [-0.05260, 1.13022, 0.46958]]}

=====

B.
{"formula": "C2H2N2O2S", "method": "ωB97M-V/def2-TZVPD", "e_lumo_ev": [-1.88, -1.88], "charge": 0, "molar_mass_da": 118.12, "species": ["C", "C", "N", "N", "O", "O", "S", "H", "H"], "coordinates": [[-0.62552, -1.02900, -0.01659], [0.05008, 0.17546, 0.04966], [-1.06245, 1.06377, -0.19553], [1.34049, 0.35956, -0.04843], [1.86357, -1.33844, -0.15138], [2.13525, 1.20911, 0.01152], [-2.17561, -0.20585, 0.04582], [-0.53856, -2.15783, -0.05049], [-0.98726, 1.92323, 0.35542]]}

=====

A (0.1991 hartree below the next structure)

=====

A.
{"formula": "C3H5N2OS", "method": "ωB97M-V/def2-TZVPD", "e_lumo_ev": -7.13, "charge": 1, "molar_mass_da": 117.15, "species": ["C", "C", "C", "N", "N", "O", "S", "H", "H", "H", "H", "H"], "coordinates": [[0.19392, 1.05518, -0.38413], [0.87067, 0.16163, 0.67133], [0.60204, -1.13420, -0.24148], [-1.10682, 1.16526, -0.33039], [-1.99286, 0.39922, 0.01806], [-3.06766, 0.48645, 0.49353], [-1.10198, -1.64395, -0.07299], [0.72921, 1.52040, -1.18956], [1.99678, 0.33401, 0.68680], [0.70765, 0.25351, 1.77082], [0.77322, -0.68384, -1.29875], [1.39582, -1.91368, -0.12324]]}

=====

B.
{"formula": "C3H5N2OS", "method": "ωB97M-V/def2-TZVPD", "e_lumo_ev": [-8.15, -7.28], "charge": 1, "molar_mass_da": 117.15, "species": ["C", "C", "C", "N", "N", "O", "S", "H", "H", "H", "H", "H"], "coordinates": [[0.74677, -1.30281, -0.42383], [1.19813, 0.04384, -0.17148], [0.09114, 0.99019, 0.41213], [-0.25304, -1.93907, -0.22807], [-2.28253, 0.06818, 0.40207], [-3.37176, -0.40065, 0.23626], [-1.50791, 1.13644, -0.49132], [1.54581, -1.90784, -0.74378], [2.03917, -0.01755, 0.53369], [1.39629, 0.66134, -1.08039], [-0.21784, 0.79767, 1.44232], [0.61577, 1.87025, 0.11241]]}

=====

A (0.0160 hartree below the next structure)

=====

A.
{"formula": "C4H6N3", "method": "ωB97M-V/def2-TZVPD", "e_lumo_ev": -6.62, "charge": 1, "molar_mass_da": 96.11, "species": ["C", "C", "C", "C", "N", "N", "N", "H", "H", "H", "H", "H", "H"], "coordinates": [[1.97549, -0.63232, -0.15774], [0.53789, -0.67705, 0.17348], [-1.86665, 1.53423, -0.18507], [-0.23727, -1.66540, 0.69471], [2.22766, 0.49046, -0.74853], [1.14392, 1.22349, -0.82589], [0.15013, 0.54737, -0.36806], [2.68140, -1.24191, 0.17803], [-1.26045, 2.43474, -0.13914], [-2.00645, 0.90441, 0.70225], [0.20206, -2.63648, 0.95063], [-2.31947, 1.25083, -1.15134], [-1.22827, -1.53237, 0.87667]]}

=====

B.
{"formula": "C4H6N3", "method": "ωB97M-V/def2-TZVPD", "e_lumo_ev": -5.18, "charge": 1, "molar_mass_da": 96.11, "species": ["C", "C", "C", "C", "N", "N", "N", "H", "H", "H", "H", "H", "H"], "coordinates": [[0.64788, 1.73501, 1.97415], [0.20506, 1.54809, 0.75044], [0.19344, -0.27393, -0.94198], [-0.66139, -0.79538, 0.21715], [1.33864, 2.98311, 1.40802], [1.04990, 2.71395, 0.26572], [-0.56801, 0.62883, -0.01137], [0.56840, 1.21110, 2.98410], [1.20513, -0.29867, -0.82994], [-0.37539, -0.36087, -1.94446], [-1.63484, -1.19795, -0.09863], [-0.09046, -1.43715, 0.99777], [-1.30510, 1.04111, -0.51908]]}

=====

A (0.0400 hartree below the next structure)

=====

A.
{"formula": "CHBr3ClCu", "method": "ωB97M-V/def2-TZVPD", "multiplicity": 2, "e_lumo_ev": [-4.84, -9.79], "charge": 1, "molar_mass_da": 351.73, "species": ["Cu", "Cl", "C", "Br", "Br", "Br", "H"], "coordinates": [[4.62803, -0.98705, 0.03328], [2.28126, -1.05033, 0.32108], [-1.28401, 0.39005, 0.04337], [-1.39064, -0.27535, -1.78715], [-2.80092, -0.21510, 1.01446], [-1.00687, 2.27322, -0.05847], [-0.42685, -0.13545, 0.43344]]}

=====

B.
{"formula": "CHBr3ClCu", "method": "ωB97M-V/def2-TZVPD", "multiplicity": 2, "e_lumo_ev": [-5.60, -9.72], "charge": 1, "molar_mass_da": 351.73, "species": ["Cu", "Cl", "C", "Br", "Br", "Br", "H"], "coordinates": [[3.87919, 0.93904, -1.67732], [2.54889, 0.59572, 0.38768], [-1.16350, -0.23102, 0.33915], [-1.63618, 1.27385, -0.71409], [-0.79547, -1.77322, -0.75345], [-2.57644, -0.74482, 1.51340], [-0.25649, -0.05954, 0.90465]]}

=====

A (0.0049 hartree below the next structure)

=====

A.
{"formula": "CH3ClN2O2", "method": "ωB97M-V/def2-TZVPD", "e_lumo_ev": [-1.26, -1.26], "charge": 0, "molar_mass_da": 110.50, "species": ["C", "N", "N", "O", "O", "Cl", "H", "H", "H"], "coordinates": [[-0.90260, 0.23945, -0.06834], [0.71215, 0.26844, -1.32046], [-0.18256, -0.32820, 1.05066], [0.21082, -1.51321, 0.85076], [0.14282, 0.30065, 2.00206], [1.97520, 1.15438, -0.74137], [-1.17210, 1.26010, -0.16670], [-1.53870, -0.60175, -0.48443], [0.75497, -0.77986, -1.12218]]}

=====

B.
{"formula": "CH3ClN2O2", "method": "ωB97M-V/def2-TZVPD", "e_lumo_ev": [0.15, 0.14], "charge": 0, "molar_mass_da": 110.50, "species": ["C", "N", "N", "O", "O", "Cl", "H", "H", "H"], "coordinates": [[-0.19787, -0.28215, -1.04287], [0.02900, 0.32263, 1.30576], [0.54950, 0.13878, 0.13462], [0.71954, 0.76649, 2.19810], [1.75988, 0.45709, -0.05195], [-1.91734, -0.00548, -0.78450], [0.18381, 0.06393, -1.91089], [-0.15057, -1.42736, -1.26838], [-0.97594, -0.03393, 1.42012]]}

=====

B (0.0429 hartree below the next structure)

=====

A.
{"formula": "CH3ClN2O2", "method": "ωB97M-V/def2-TZVPD", "e_lumo_ev": 0.19, "charge": 0, "smiles": "CO/[N+]([O-])=N/Cl", "molar_mass_da": 110.50, "species": ["C", "O", "N", "O", "N", "Cl", "H", "H", "H"], "coordinates": [[1.41805, 0.10661, 0.00488], [0.39334, -0.84514, -0.13630], [-1.00472, -0.53852, -0.11610], [-1.67608, -1.51639, 0.06233], [-1.37407, 0.64233, -0.26158], [-3.01125, 0.93779, 0.12785], [2.20008, 0.17557, -0.83384], [1.18450, 1.18049, 0.15629], [1.87015, -0.14273, 0.99646]]}

=====

B.
{"formula": "CH3ClN2O2", "method": "ωB97M-V/def2-TZVPD", "e_lumo_ev": [-2.80, -3.38], "charge": 0, "molar_mass_da": 110.50, "species": ["C", "N", "N", "O", "O", "Cl", "H", "H", "H"], "coordinates": [[0.33099, -0.96811, -0.51193], [0.09642, 0.38414, -0.26479], [0.09247, 0.95482, 0.94130], [0.95028, 0.47150, 1.66980], [-0.59417, 1.90459, 1.16528], [-2.16714, 1.21339, -1.20568], [0.13840, -1.15334, -1.56721], [1.40301, -1.16635, -0.35305], [-0.25026, -1.64064, 0.12628]]}

=====

C.
{"formula": "CH3ClN2O2", "method": "ωB97M-V/def2-TZVPD", "e_lumo_ev": [-0.20, -0.20], "charge": 0, "molar_mass_da": 110.50, "species": ["C", "N", "N", "O", "O", "Cl", "H", "H", "H"], "coordinates": [[-0.13162, -0.90720, 1.26656], [-0.36674, 0.94298, -0.57519], [0.17272, -0.13525, -0.61073], [0.90244, -0.76143, -1.31111], [-0.34941, 1.51088, -1.93817], [1.39696, -1.25953, 1.98242], [-0.64607, -0.04142, 1.76828], [-0.68483, -1.77533, 1.03864], [-0.29345, 2.42630, -1.62069]]}

=====

A (0.0043 hartree below the next structure)